(1)
Density functional theory data (ωB97M-V with the def2-TZVPD basis set) for 2 unconnected molecules or ions with the total composition C6H7N in a non-equilibrium geometry.

Results
SMILES string: N#CC1C=CC=C1.[H][H]
strongest force on any atom: 1.17 eV Å⁻¹
LUMO level: 0.67 eV
energy above the lowest of the compared OMol25 structures with the same formula, charge and spin: 60.69 kcal per mole
HOMO energy: -0.347 Eh
total charge: 0

Last column: natural (NBO) charge in e.
Positions of all 14 atoms, in Å:
N 1.1768 -0.4749 -2.9436  -0.315
C 0.9723 -0.4277 -1.8060  0.304
C 0.7597 -0.4371 -0.3560  -0.431
C -0.4900 -1.1111 0.1607  -0.163
C -0.9090 -0.4400 1.2487  -0.224
C -0.1271 0.7838 1.3989  -0.223
C 0.7717 0.8717 0.4011  -0.165
H 1.5942 -1.0156 0.0745  0.300
H -0.8959 -2.0197 -0.2666  0.234
H -1.7298 -0.7286 1.8958  0.227
H -0.2895 1.5241 2.1743  0.227
H 1.4588 1.6820 0.1903  0.234
H -1.3511 0.5870 -1.1321  -0.002
H -0.9411 1.2061 -1.0399  -0.002

(2)
Density functional theory data (ωB97M-V with the def2-TZVPD basis set) for a single C6H7N molecule.

Results
strongest force on any atom: 0.48 eV Å⁻¹
LUMO level: 0.93 eV
energy above the lowest of the compared OMol25 structures with the same formula, charge and spin: 127.62 kcal per mole
HOMO energy: -0.312 Eh
total charge: 0

Last column: natural (NBO) charge in e.
Positions of all 14 atoms, in Å:
C 1.2020 -0.2984 -0.5843  -0.420
C -0.1383 -1.0101 -0.4661  -0.324
C -1.3064 -0.0525 -0.6947  -0.058
C -0.6702 -0.6703 0.9162  -0.200
N -0.1871 0.7239 1.1893  -0.362
C 0.8012 0.9870 0.1069  -0.096
C -0.6512 1.2303 -0.1317  -0.190
H 1.4960 -0.1308 -1.6295  0.226
H 2.0109 -0.8294 -0.0636  0.219
H -0.2477 -2.0362 -0.8235  0.238
H -1.8424 -0.4972 0.5954  0.272
H -0.7263 -1.4176 1.7158  0.247
H 1.4959 1.8007 0.3054  0.232
H -1.1169 2.2125 -0.2100  0.218

(3)
Density functional theory data (ωB97M-V with the def2-TZVPD basis set) for a single C6H7N molecule.

Results
strongest force on any atom: 0.40 eV Å⁻¹
LUMO level: 0.99 eV
energy above the lowest of the compared OMol25 structures with the same formula, charge and spin: 123.49 kcal per mole
HOMO energy: -0.311 Eh
total charge: 0

Last column: natural (NBO) charge in e.
Positions of all 14 atoms, in Å:
C -1.1643 -0.2635 -0.8316  -0.568
C -1.0974 1.0020 -0.0097  0.080
C 0.3221 1.1528 0.2574  -0.362
C 0.1053 0.0396 1.3820  -0.206
N 0.8260 -0.9714 0.5780  -0.373
C 0.1963 -0.9376 -0.7622  -0.113
C 1.2042 0.0687 -0.4092  -0.116
H -1.3335 0.1214 -1.8494  0.266
H -2.0126 -0.9118 -0.5884  0.236
H -0.9297 -0.2165 1.6458  0.233
H 0.7336 2.1081 0.5781  0.233
H 0.6329 0.3071 2.2980  0.240
H 0.4429 -1.7982 -1.3764  0.230
H 2.2082 0.1646 -0.8100  0.221

(4)
Density functional theory data (ωB97M-V with the def2-TZVPD basis set) for a single C6H7N molecule in a non-equilibrium geometry.

Results
strongest force on any atom: 7.25 eV Å⁻¹
LUMO level (alpha / beta): -1.56 / -1.13 eV
energy above the lowest of the compared OMol25 structures with the same formula, charge and spin: 122.08 kcal per mole
HOMO energy (alpha / beta): -0.318 / -0.300 Eh
total charge: 0

Last column: natural (NBO) charge in e.
Positions of all 14 atoms, in Å:
C -4.0508 -0.1500 0.0359  0.057
C -2.8373 0.0924 -0.0007  0.094
C -1.3962 0.1505 -0.0711  -0.120
C -0.5055 1.1918 -0.0474  -0.086
C -0.8283 -1.2691 0.1999  -0.633
C 0.9318 0.9823 -0.1448  -0.670
N -5.2001 -0.4356 0.0732  -0.229
H -0.9774 2.2597 -0.0422  0.215
H -0.3952 -1.7682 -0.7766  0.223
H -1.6717 -1.9814 0.4521  0.237
H -0.1094 -1.1620 0.9424  0.213
H 1.3193 1.5557 -0.9273  0.237
H 1.1274 -0.1269 -0.2674  0.225
H 1.3270 1.1334 0.8863  0.235

(5)
Density functional theory data (ωB97M-V with the def2-TZVPD basis set) for 2 unconnected molecules or ions with the total composition C6H7N in a non-equilibrium geometry.

Results
SMILES string: C1=CCC=C1.C#N
strongest force on any atom: 3.97 eV Å⁻¹
LUMO level: 0.94 eV
energy above the lowest of the compared OMol25 structures with the same formula, charge and spin: 67.13 kcal per mole
HOMO energy: -0.301 Eh
total charge: 0

Last column: natural (NBO) charge in e.
Positions of all 14 atoms, in Å:
C -1.0102 -1.3803 -0.2890  -0.264
C -1.6534 -0.3399 -0.7665  -0.159
C -1.2227 0.9584 -0.0675  -0.502
C -0.0879 0.4015 0.7831  -0.166
C -0.0434 -0.9468 0.7022  -0.223
H -1.3593 -2.3551 -0.3918  0.212
H -2.5202 -0.3902 -1.5428  0.205
H -2.0069 1.5234 0.4199  0.242
H -0.7065 1.4670 -0.8091  0.231
H 0.4853 1.0483 1.3059  0.196
H 0.6285 -1.5888 1.2963  0.230
C 3.1794 0.5281 -0.2346  0.068
N 2.7280 -0.2244 0.5247  -0.314
H 3.5892 1.2990 -0.9307  0.245

(6)
Density functional theory data (ωB97M-V with the def2-TZVPD basis set) for a molecular structure, C6H7N in a non-equilibrium geometry.

Results
strongest force on any atom: 1.02 eV Å⁻¹
LUMO level: 0.96 eV
energy above the lowest of the compared OMol25 structures with the same formula, charge and spin: 122.98 kcal per mole
HOMO energy: -0.320 Eh
total charge: 0

Last column: natural (NBO) charge in e.
Positions of all 14 atoms, in Å:
C 1.3436 -0.3308 -0.5533  -0.560
C 0.4040 -1.4291 -0.1286  0.074
C -1.2845 -0.3074 -0.2686  -0.413
C -0.4059 -0.8024 0.9144  -0.204
N -0.0006 0.6375 1.2587  -0.373
C 0.7942 0.9432 0.0605  -0.114
C -0.6793 1.0668 -0.0003  -0.105
H 1.5182 -0.2877 -1.6333  0.238
H 2.2990 -0.6117 -0.0825  0.264
H -0.9991 -0.8978 -1.1936  0.260
H -2.3417 -0.4652 -0.1487  0.256
H -0.8459 -1.3770 1.7284  0.231
H 1.3991 1.8436 0.1299  0.228
H -1.2012 2.0180 -0.0831  0.219

(7)
Density functional theory data (ωB97M-V with the def2-TZVPD basis set) for 2 unconnected molecules or ions with the total composition C6H7N in a non-equilibrium geometry.

Results
strongest force on any atom: 1.25 eV Å⁻¹
LUMO level: 0.85 eV
energy above the lowest of the compared OMol25 structures with the same formula, charge and spin: 54.33 kcal per mole
HOMO energy: -0.337 Eh
total charge: 0

Last column: natural (NBO) charge in e.
Positions of all 14 atoms, in Å:
N 1.5397 -1.0262 -1.7660  -0.749
C 2.2269 -1.9687 -1.8929  0.277
C -1.1750 -0.3534 -0.2561  -0.169
C -0.8179 0.8890 -0.6355  -0.283
C 0.0871 1.4609 0.3760  -0.253
C 0.2676 0.5634 1.3597  -0.166
C -0.5212 -0.6782 1.0560  -0.510
H -1.8280 -1.0351 -0.7900  0.222
H 0.8676 -0.3014 -1.5689  0.452
H -1.1465 1.4028 -1.5338  0.226
H 0.5328 2.4478 0.3142  0.223
H 0.8754 0.6899 2.2487  0.219
H 0.1177 -1.5710 0.9930  0.256
H -1.2714 -0.8853 1.8326  0.253

(8)
Density functional theory data (ωB97M-V with the def2-TZVPD basis set) for a single C6H7N molecule in a non-equilibrium geometry.

Results
SMILES string: C=C1N=C1C1CC1
strongest force on any atom: 3.61 eV Å⁻¹
LUMO level: 0.81 eV
energy above the lowest of the compared OMol25 structures with the same formula, charge and spin: 163.19 kcal per mole
HOMO energy: -0.272 Eh
total charge: 0

Last column: natural (NBO) charge in e.
Positions of all 14 atoms, in Å:
C 2.4041 -1.3963 0.1353  -0.577
C 2.1879 -0.1187 -0.1434  0.268
N 1.8476 1.1930 -0.1752  -0.441
C 0.6422 0.8008 0.1143  0.265
C -0.5253 -0.0340 0.1968  -0.324
C -1.8037 0.6641 0.6571  -0.387
C -1.4974 0.6310 -0.8078  -0.367
H 3.3389 -1.8771 0.0985  0.227
H 1.5019 -1.9919 0.3791  0.187
H -0.3518 -1.0581 0.1689  0.227
H -1.8242 1.6984 1.0108  0.238
H -2.4972 -0.0545 1.1384  0.231
H -2.1945 0.0807 -1.3708  0.219
H -1.2285 1.4625 -1.4020  0.234

(9)
Density functional theory data (ωB97M-V with the def2-TZVPD basis set) for a single C6H7N molecule.

Results
SMILES string: C=C[C@H]1CC=C=N1
strongest force on any atom: 0.91 eV Å⁻¹
LUMO level (alpha / beta): -0.45 / -0.66 eV
energy above the lowest of the compared OMol25 structures with the same formula, charge and spin: 114.13 kcal per mole
HOMO energy (alpha / beta): -0.305 / -0.299 Eh
total charge: 0

Last column: natural (NBO) charge in e.
Positions of all 14 atoms, in Å:
C -1.3168 -1.1242 0.7799  -0.369
C -1.2843 -0.2544 -0.2286  -0.214
C -0.1561 0.6679 -0.5332  -0.059
C 1.0120 0.7376 0.5383  -0.423
C 1.8275 -0.5014 0.1362  -0.379
C 1.5158 -0.5189 -1.1619  0.352
N 0.7056 0.1591 -1.8204  -0.415
H -2.1364 -1.8312 0.8818  0.206
H -0.5443 -1.1644 1.5437  0.193
H -2.0924 -0.2419 -0.9588  0.213
H -0.5228 1.6543 -0.8467  0.217
H 1.5426 1.6894 0.4100  0.222
H 0.6703 0.6899 1.5811  0.217
H 2.2335 -1.2739 0.7688  0.238

(10)
Density functional theory data (ωB97M-V with the def2-TZVPD basis set) for a single C6H7N molecule in a non-equilibrium geometry.

Results
strongest force on any atom: 1.11 eV Å⁻¹
LUMO level (alpha / beta): -1.15 / -1.15 eV
energy above the lowest of the compared OMol25 structures with the same formula, charge and spin: 106.32 kcal per mole
HOMO energy (alpha / beta): -0.318 / -0.318 Eh
total charge: 0

Last column: natural (NBO) charge in e.
Positions of all 14 atoms, in Å:
C 0.4956 1.8283 1.0577  -0.688
C -0.0125 0.4800 0.7141  0.115
C -0.4171 -1.5573 -0.6448  -0.550
C -1.8122 -1.1462 -0.8402  0.285
N -2.8877 -0.7350 -0.9553  -0.327
C 0.4492 -0.3398 -0.2787  -0.266
C 1.7139 -0.0087 -0.8470  -0.131
H 1.4018 2.0627 0.5014  0.265
H -0.3029 2.5315 0.7822  0.246
H 0.6488 1.9456 2.1352  0.235
H -0.8854 0.1502 1.2863  0.198
H -0.0488 -2.0155 -1.5670  0.260
H -0.3894 -2.3321 0.1310  0.256
H 2.0466 -0.8636 -1.4748  0.103

(11)
Density functional theory data (ωB97M-V with the def2-TZVPD basis set) for a single C6H7N molecule in a non-equilibrium geometry.

Results
SMILES string: C[C@@]12[C@@H]3[C@H]4[C@@H]3N1[C@H]42
strongest force on any atom: 1.29 eV Å⁻¹
LUMO level: 1.19 eV
energy above the lowest of the compared OMol25 structures with the same formula, charge and spin: 140.58 kcal per mole
HOMO energy: -0.315 Eh
total charge: 0

Last column: natural (NBO) charge in e.
Positions of all 14 atoms, in Å:
C 2.0336 0.0052 -0.2639  -0.634
C 0.5470 0.1167 0.0009  0.144
C -0.5691 0.0564 -1.0213  -0.240
C -1.5891 0.4696 -0.0121  -0.302
C -1.2882 -0.9776 0.0784  -0.044
N -0.1079 -0.7526 0.9558  -0.426
C -0.5317 0.6513 1.0862  -0.084
H 2.3768 0.6549 -1.0797  0.217
H 2.3174 -1.0262 -0.5320  0.226
H 2.5807 0.2641 0.6416  0.230
H -0.5083 0.3732 -2.0735  0.238
H -2.5383 0.9275 -0.2615  0.227
H -1.9712 -1.7907 0.3826  0.227
H -0.7517 1.0281 2.0988  0.221

(12)
Density functional theory data (ωB97M-V with the def2-TZVPD basis set) for a single C6H7N molecule in a non-equilibrium geometry.

Results
SMILES string: [H]/N=C/C1=C2[C@@H]1[C@@H]2C
strongest force on any atom: 5.32 eV Å⁻¹
LUMO level (alpha / beta): -0.09 / -0.09 eV
energy above the lowest of the compared OMol25 structures with the same formula, charge and spin: 131.79 kcal per mole
HOMO energy (alpha / beta): -0.316 / -0.316 Eh
total charge: 0

Last column: natural (NBO) charge in e.
Positions of all 14 atoms, in Å:
H 4.1091 -0.1660 -0.5417  0.353
N 3.1585 0.0553 -0.5661  -0.580
C 2.4427 0.1198 0.4648  0.090
C 1.0235 0.0835 0.2780  -0.115
C -0.1306 0.1033 1.0959  -0.011
C 0.0033 0.2979 -0.7463  -0.093
C -1.1034 -0.4599 0.0733  -0.294
C -2.4861 -0.0881 0.0758  -0.605
H 2.7561 0.2927 1.5102  0.176
H -0.1722 1.2903 -1.2833  0.207
H -1.0721 -1.4882 -0.2373  0.230
H -3.0413 -0.5899 0.7644  0.224
H -2.8247 -0.4896 -0.9286  0.208
H -2.6627 1.0388 0.0410  0.210

- Look up the energy above the lowest of the compared OMol25 structures with the same formula, charge and spin of the seventh one.
  54.33 kcal per mole

Copy entry 7 word for word.
Density functional theory data (ωB97M-V with the def2-TZVPD basis set) for 2 unconnected molecules or ions with the total composition C6H7N in a non-equilibrium geometry.

Results
strongest force on any atom: 1.25 eV Å⁻¹
LUMO level: 0.85 eV
energy above the lowest of the compared OMol25 structures with the same formula, charge and spin: 54.33 kcal per mole
HOMO energy: -0.337 Eh
total charge: 0

Last column: natural (NBO) charge in e.
Positions of all 14 atoms, in Å:
N 1.5397 -1.0262 -1.7660  -0.749
C 2.2269 -1.9687 -1.8929  0.277
C -1.1750 -0.3534 -0.2561  -0.169
C -0.8179 0.8890 -0.6355  -0.283
C 0.0871 1.4609 0.3760  -0.253
C 0.2676 0.5634 1.3597  -0.166
C -0.5212 -0.6782 1.0560  -0.510
H -1.8280 -1.0351 -0.7900  0.222
H 0.8676 -0.3014 -1.5689  0.452
H -1.1465 1.4028 -1.5338  0.226
H 0.5328 2.4478 0.3142  0.223
H 0.8754 0.6899 2.2487  0.219
H 0.1177 -1.5710 0.9930  0.256
H -1.2714 -0.8853 1.8326  0.253